Record 1
# C56H112O42

A cluster of 14 separate species, C56H112O42 in total in a non-equilibrium geometry (wB97M-V/def2-TZVPD, OMol25).

Structure (XYZ):
```
210
Properties=species:S:1:pos:R:3:lowdin_charge:R:1
C -2.02 -5.72 2.24 -0.028
C -1.99 -5.60 0.69 -0.225
O -2.15 -6.92 0.26 0.040
C -2.04 -6.98 -1.08 -0.606
O -2.11 -6.06 -1.82 0.139
O -1.74 -8.26 -1.38 -0.002
C -1.80 -8.53 -2.83 -0.007
H -1.90 -4.75 2.71 0.056
H -1.24 -6.38 2.58 0.071
H -3.04 -6.11 2.47 0.091
H -1.07 -5.15 0.29 0.098
H -2.88 -4.97 0.41 0.118
H -0.92 -9.04 -3.13 0.068
H -1.76 -7.61 -3.42 0.078
H -2.79 -9.01 -3.05 0.116
C -5.73 5.63 0.18 -0.056
C -5.67 4.81 1.46 -0.204
O -4.30 4.46 1.71 0.017
C -4.12 3.95 2.93 -0.632
O -4.93 4.01 3.81 0.120
O -2.85 3.60 3.07 -0.031
C -2.28 3.40 4.37 -0.003
H -5.12 5.13 -0.56 0.072
H -5.28 6.60 0.37 0.074
H -6.78 5.79 -0.08 0.084
H -6.22 3.85 1.41 0.139
H -5.94 5.44 2.33 0.130
H -2.22 2.36 4.72 0.093
H -2.94 3.84 5.09 0.078
H -1.28 3.88 4.37 0.094
C -0.97 7.92 6.48 -0.053
C -1.37 6.64 5.86 -0.241
O -0.45 5.68 6.35 0.014
C 0.65 5.56 5.60 -0.657
O 0.76 6.00 4.47 0.089
O 1.53 4.85 6.24 0.009
C 2.61 4.32 5.28 0.044
H -1.59 8.73 6.23 0.072
H 0.04 8.13 6.28 0.070
H -1.01 7.71 7.54 0.089
H -1.35 6.72 4.80 0.104
H -2.43 6.30 6.13 0.152
H 3.16 5.27 4.95 0.122
H 2.15 3.81 4.44 0.076
H 3.13 3.60 5.94 0.090
C 0.89 6.72 -3.16 -0.035
C 1.43 5.88 -1.96 -0.135
O 2.59 6.65 -1.39 0.015
C 3.76 6.08 -1.75 -0.578
O 3.91 5.41 -2.75 0.094
O 4.74 6.47 -0.88 -0.027
C 6.06 5.94 -1.03 -0.019
H 0.59 7.78 -2.98 0.098
H 0.13 6.14 -3.55 0.036
H 1.65 6.84 -3.86 0.053
H 1.74 4.91 -2.32 0.098
H 0.74 5.83 -1.14 0.102
H 6.14 5.38 -1.93 0.081
H 6.31 5.33 -0.17 0.096
H 6.70 6.76 -1.14 0.074
C -3.82 1.26 -1.18 -0.047
C -3.77 1.22 0.28 -0.215
O -5.11 0.84 0.76 0.058
C -5.06 0.90 2.09 -0.643
O -4.09 1.12 2.76 0.120
O -6.21 0.48 2.57 0.013
C -6.29 0.36 4.00 0.005
H -4.59 1.97 -1.48 0.082
H -4.09 0.22 -1.54 0.114
H -2.92 1.68 -1.60 0.064
H -3.44 2.15 0.75 0.115
H -3.21 0.35 0.62 0.114
H -5.44 -0.21 4.28 0.074
H -7.26 -0.01 4.17 0.079
H -6.21 1.37 4.42 0.104
C 4.49 -4.58 -1.49 -0.059
C 3.77 -4.33 -0.23 -0.208
O 3.46 -5.63 0.37 -0.009
C 2.13 -5.86 0.49 -0.584
O 1.27 -5.15 0.07 0.116
O 1.88 -7.03 1.12 0.010
C 2.96 -7.52 1.92 -0.035
H 4.67 -3.59 -1.93 0.075
H 3.88 -5.26 -2.12 0.088
H 5.49 -5.05 -1.31 0.095
H 2.81 -3.82 -0.41 0.099
H 4.38 -3.80 0.45 0.113
H 2.71 -8.61 2.15 0.123
H 3.05 -7.05 2.84 0.063
H 3.91 -7.43 1.38 0.099
C -0.48 -5.67 -7.63 -0.058
C 0.24 -5.29 -6.34 -0.238
O 0.11 -6.33 -5.41 0.045
C 0.93 -6.28 -4.36 -0.640
O 1.76 -5.43 -4.17 0.134
O 0.74 -7.31 -3.63 0.004
C 1.38 -7.39 -2.30 0.051
H -0.50 -4.81 -8.34 0.086
H -1.48 -5.97 -7.38 0.063
H 0.05 -6.54 -8.10 0.090
H -0.22 -4.41 -5.82 0.121
H 1.32 -5.03 -6.55 0.134
H 2.30 -7.98 -2.52 0.125
H 0.73 -7.85 -1.65 0.056
H 1.53 -6.35 -1.90 0.098
C 3.12 -2.13 -5.85 -0.056
C 2.84 -2.47 -4.41 -0.191
O 1.39 -2.57 -4.35 -0.030
C 0.75 -2.86 -3.17 -0.621
O 1.28 -2.82 -2.10 0.120
O -0.52 -3.08 -3.43 0.010
C -1.41 -3.09 -2.24 0.027
H 2.85 -1.17 -6.18 0.056
H 2.65 -2.83 -6.55 0.077
H 4.19 -2.26 -6.00 0.078
H 3.16 -1.69 -3.73 0.109
H 3.33 -3.38 -4.12 0.099
H -1.02 -3.70 -1.42 0.071
H -2.32 -3.54 -2.58 0.086
H -1.53 -2.06 -1.89 0.102
C -1.01 -2.17 4.88 -0.052
C -1.53 -1.06 4.04 -0.168
O -2.08 -1.57 2.74 0.017
C -3.29 -2.09 2.63 -0.659
O -4.07 -2.28 3.54 0.091
O -3.47 -2.50 1.41 0.002
C -4.84 -2.97 1.20 0.008
H -0.39 -2.73 4.21 0.067
H -1.83 -2.64 5.45 0.100
H -0.43 -1.69 5.67 0.079
H -0.77 -0.34 3.68 0.126
H -2.29 -0.55 4.55 0.098
H -4.85 -4.08 1.08 0.088
H -5.10 -2.68 0.20 0.094
H -5.38 -2.71 2.12 0.097
C 3.69 -0.96 5.33 -0.054
C 2.86 0.32 5.34 -0.241
O 2.03 0.35 6.47 -0.002
C 1.09 1.35 6.53 -0.527
O 0.68 1.86 5.49 0.094
O 0.69 1.47 7.81 0.005
C -0.58 2.07 8.00 -0.042
H 4.71 -0.88 5.73 0.077
H 3.89 -1.19 4.24 0.088
H 3.15 -1.83 5.65 0.064
H 2.14 0.50 4.44 0.154
H 3.49 1.19 5.38 0.105
H -0.65 2.32 9.09 0.110
H -1.34 1.35 7.77 0.090
H -0.71 3.04 7.46 0.100
C 4.76 1.75 -4.43 -0.044
C 3.41 2.33 -4.15 -0.211
O 2.67 1.21 -3.71 0.049
C 1.45 1.25 -3.27 -0.612
O 0.84 0.24 -3.04 0.120
O 0.91 2.47 -3.29 0.001
C -0.49 2.54 -2.96 0.009
H 4.69 0.93 -5.07 0.055
H 5.16 1.41 -3.49 0.073
H 5.40 2.55 -4.78 0.089
H 3.06 2.76 -5.06 0.126
H 3.54 3.09 -3.43 0.088
H -1.09 2.01 -3.71 0.077
H -0.72 3.62 -2.96 0.107
H -0.62 2.06 -2.02 0.055
C -1.00 -1.15 -6.79 -0.043
C -0.87 -0.41 -5.47 -0.121
O -2.01 -0.93 -4.59 0.036
C -3.14 -0.25 -4.56 -0.610
O -4.25 -0.66 -4.30 0.106
O -2.98 1.07 -4.87 -0.078
C -4.22 1.73 -5.16 -0.041
H -0.86 -2.24 -6.61 0.072
H -0.17 -0.95 -7.50 0.086
H -1.97 -0.95 -7.21 0.077
H -1.01 0.64 -5.55 0.089
H 0.07 -0.65 -4.87 0.111
H -3.97 2.79 -5.28 0.092
H -4.92 1.59 -4.36 0.077
H -4.67 1.37 -6.12 0.114
C 0.87 -1.81 1.07 -0.045
C 0.18 -0.65 0.49 -0.171
O 0.47 0.42 1.48 0.037
C -0.07 1.56 1.07 -0.633
O -0.79 1.67 0.13 0.117
O 0.31 2.59 1.78 0.023
C -0.28 3.84 1.53 -0.027
H 0.39 -2.14 2.02 0.082
H 1.92 -1.52 1.21 0.064
H 0.83 -2.63 0.34 0.063
H -0.90 -0.73 0.46 0.113
H 0.62 -0.33 -0.50 0.121
H 0.12 4.32 0.63 0.079
H -0.06 4.44 2.38 0.077
H -1.36 3.69 1.22 0.110
C 4.23 -0.60 -0.09 -0.046
C 3.63 0.73 -0.51 -0.163
O 3.82 1.61 0.63 0.054
C 3.46 2.86 0.41 -0.601
O 3.21 3.31 -0.67 0.132
O 3.41 3.61 1.53 0.004
C 2.97 4.98 1.38 -0.003
H 3.83 -1.10 0.75 0.032
H 5.32 -0.54 0.08 0.091
H 4.14 -1.24 -1.03 0.100
H 2.52 0.65 -0.65 0.126
H 4.06 1.15 -1.42 0.109
H 3.88 5.56 1.17 0.098
H 2.39 5.29 2.30 0.103
H 2.35 5.13 0.53 0.046
```

The value obtained for the HOMO-LUMO gap is 10.5 eV. Its net charge is 0. The HOMO energy comes out at -10.03 eV.

---

Record 2
# C56H120N6O7

A cluster of 7 separate species, C56H120N6O7 in total in a non-equilibrium geometry (wB97M-V/def2-TZVPD, OMol25).

Structure (XYZ):
```
189
Properties=species:S:1:pos:R:3:lowdin_charge:R:1
C 1.00 0.02 0.39 -0.070
C 0.77 -0.81 -0.86 -0.304
O 1.16 -2.14 -0.68 -0.086
H 0.66 1.01 0.11 0.069
H 2.06 0.11 0.61 0.072
H 0.52 -0.37 1.29 0.057
H 1.37 -0.38 -1.66 0.118
H -0.24 -0.64 -1.25 0.088
H 1.04 -2.58 -1.53 0.035
C -2.69 -1.44 1.57 -0.033
C -3.60 -1.20 0.36 -0.459
C -3.24 -2.31 -0.66 -0.136
C -3.97 -3.60 -0.29 -0.167
C -5.50 -3.43 -0.29 -0.107
C -5.86 -2.38 0.82 -0.460
N -5.06 -1.15 0.71 -0.104
O -5.32 -0.21 1.70 -0.011
C -7.36 -1.96 0.56 -0.033
C -5.77 -3.10 2.22 -0.025
C -3.25 0.15 -0.37 -0.028
H -2.86 -0.68 2.34 0.065
H -1.65 -1.48 1.27 0.071
H -2.97 -2.40 1.99 0.061
H -3.33 -1.97 -1.69 0.112
H -2.17 -2.49 -0.61 0.092
H -3.60 -3.97 0.67 0.102
H -3.60 -4.32 -1.02 0.102
H -6.02 -4.36 -0.07 0.117
H -5.89 -3.07 -1.24 0.116
H -7.50 -1.57 -0.45 0.080
H -8.05 -2.79 0.75 0.080
H -7.70 -1.22 1.28 0.070
H -6.14 -4.13 2.25 0.083
H -4.72 -3.25 2.50 0.053
H -6.28 -2.58 3.03 0.077
H -3.91 0.26 -1.23 0.081
H -2.23 0.12 -0.77 0.053
H -3.48 0.94 0.34 0.068
H -5.00 -0.57 2.53 0.078
C -0.83 -4.20 -2.85 -0.033
C 0.38 -4.84 -3.44 -0.547
C -0.08 -5.96 -4.41 -0.102
C -0.53 -5.52 -5.85 -0.158
C 0.55 -4.69 -6.52 -0.132
C 1.03 -3.54 -5.60 -0.480
N 1.27 -3.92 -4.16 -0.086
O 1.79 -2.87 -3.38 -0.012
C 2.43 -3.11 -6.12 -0.039
C 0.10 -2.36 -5.74 -0.046
C 1.11 -5.47 -2.30 -0.046
H -1.31 -4.91 -2.18 0.095
H -1.52 -3.90 -3.64 0.079
H -0.54 -3.30 -2.31 0.068
H 0.71 -6.71 -4.46 0.114
H -0.88 -6.55 -3.96 0.119
H -1.41 -4.89 -5.74 0.098
H -0.93 -6.35 -6.43 0.112
H 0.10 -4.29 -7.42 0.120
H 1.40 -5.35 -6.74 0.119
H 2.84 -2.28 -5.55 0.075
H 3.13 -3.94 -6.05 0.086
H 2.34 -2.81 -7.16 0.089
H -0.13 -2.17 -6.79 0.093
H -0.80 -2.52 -5.15 0.061
H 0.60 -1.43 -5.49 0.086
H 1.47 -4.76 -1.56 0.068
H 2.01 -5.93 -2.70 0.095
H 0.62 -6.27 -1.74 0.102
H 2.56 -3.35 -3.07 0.117
C -3.91 2.16 -6.80 -0.016
C -4.30 1.64 -5.32 -0.472
C -4.18 0.08 -5.39 -0.109
C -2.79 -0.53 -5.20 -0.194
C -1.99 0.17 -4.12 -0.133
C -1.95 1.75 -4.31 -0.446
N -3.38 2.20 -4.34 -0.121
O -3.53 3.59 -4.14 -0.012
C -1.41 2.21 -2.91 -0.041
C -1.10 2.28 -5.41 -0.035
C -5.73 2.04 -4.99 -0.048
H -2.99 1.71 -7.18 0.056
H -3.71 3.24 -6.79 0.076
H -4.66 1.90 -7.55 0.077
H -4.81 -0.33 -4.60 0.117
H -4.50 -0.20 -6.39 0.119
H -2.07 -0.65 -6.01 0.097
H -3.01 -1.52 -4.80 0.101
H -1.09 -0.42 -3.96 0.102
H -2.58 -0.02 -3.23 0.084
H -2.19 1.95 -2.20 0.056
H -0.44 1.79 -2.64 0.074
H -1.29 3.29 -2.83 0.073
H -1.41 3.29 -5.67 0.089
H -0.06 2.34 -5.07 0.086
H -1.10 1.74 -6.36 0.074
H -6.11 1.82 -4.00 0.081
H -6.46 1.64 -5.69 0.087
H -5.95 3.11 -4.98 0.077
H -3.89 3.66 -3.26 0.101
C 1.62 -5.46 3.00 -0.015
C 0.73 -4.18 2.71 -0.428
C -0.38 -4.03 3.86 -0.125
C 0.12 -3.53 5.24 -0.149
C 0.86 -2.17 4.98 -0.130
C 1.94 -2.17 3.84 -0.453
N 1.49 -2.92 2.64 -0.126
O 2.38 -2.84 1.58 -0.008
C 2.20 -0.66 3.62 -0.047
C 3.26 -2.82 4.36 -0.025
C -0.05 -4.36 1.35 -0.021
H 2.62 -5.18 2.67 0.076
H 1.65 -5.82 4.03 0.067
H 1.19 -6.32 2.48 0.073
H -1.12 -3.31 3.50 0.092
H -0.94 -4.96 3.99 0.112
H -0.71 -3.55 5.95 0.105
H 0.84 -4.22 5.67 0.096
H 1.35 -1.95 5.93 0.109
H 0.20 -1.31 4.87 0.090
H 2.65 -0.20 4.50 0.087
H 1.27 -0.13 3.42 0.045
H 2.80 -0.44 2.73 0.065
H 4.07 -2.71 3.64 0.084
H 3.10 -3.85 4.69 0.074
H 3.59 -2.25 5.22 0.074
H -0.61 -3.47 1.07 0.050
H 0.57 -4.63 0.49 0.060
H -0.78 -5.13 1.59 0.080
H 1.94 -2.25 0.96 0.039
C -0.99 1.91 4.95 -0.002
C -1.15 2.89 3.78 -0.417
C -2.49 3.62 3.92 -0.125
C -2.65 4.80 2.98 -0.158
C -1.42 5.75 2.94 -0.109
C -0.07 5.02 2.73 -0.432
N 0.00 3.86 3.64 0.082
O 1.22 3.29 3.75 0.102
C 0.27 4.87 1.26 0.009
C 0.95 6.04 3.35 -0.011
C -1.16 2.08 2.45 0.016
H -1.82 1.21 4.98 0.110
H -0.84 2.43 5.90 0.098
H -0.01 1.45 4.82 0.069
H -3.28 2.87 3.80 0.138
H -2.61 4.06 4.91 0.128
H -3.61 5.31 3.11 0.127
H -2.72 4.38 1.98 0.104
H -1.37 6.34 3.85 0.120
H -1.62 6.47 2.15 0.134
H 1.21 4.35 1.06 0.087
H -0.39 4.15 0.78 0.079
H 0.27 5.82 0.72 0.114
H 0.76 6.12 4.42 0.095
H 2.01 5.78 3.29 0.061
H 0.99 7.01 2.84 0.111
H -1.75 2.45 1.62 0.087
H -1.42 1.04 2.66 0.085
H -0.17 2.16 2.00 0.070
H 1.53 3.53 4.63 0.157
C 4.25 2.47 1.70 -0.041
C 5.26 3.65 1.75 -0.479
C 4.57 4.62 2.72 -0.140
C 5.47 5.82 3.16 -0.186
C 6.71 5.27 3.78 -0.163
C 7.55 4.30 2.89 -0.434
N 6.59 3.24 2.32 -0.105
O 7.23 2.24 1.55 -0.017
C 8.36 5.01 1.80 -0.033
C 8.59 3.55 3.79 -0.045
C 5.43 4.26 0.36 -0.027
H 3.75 2.17 2.61 0.065
H 4.65 1.53 1.31 0.078
H 3.48 2.62 0.94 0.072
H 3.71 5.01 2.18 0.092
H 4.30 4.13 3.66 0.109
H 5.05 6.41 3.97 0.109
H 5.75 6.49 2.35 0.108
H 6.32 4.79 4.68 0.115
H 7.38 6.04 4.17 0.127
H 7.88 5.93 1.46 0.071
H 9.41 5.15 2.05 0.084
H 8.33 4.44 0.87 0.078
H 9.07 2.74 3.24 0.078
H 9.28 4.28 4.21 0.083
H 8.23 3.00 4.65 0.076
H 4.46 4.67 0.08 0.078
H 5.74 3.58 -0.43 0.092
H 6.15 5.07 0.24 0.071
H 7.06 1.47 2.11 0.102
```

The value obtained for the HOMO-LUMO gap (spin up / spin down) is 7.0 / 2.9 eV. Its net charge is +1. The multiplicity is 2. The HOMO energy (spin up / spin down) comes out at -9.50 / -9.50 eV.

---

Summary of relative energy (zero: lowest compared OMol25 entry of this formula, charge and spin) in kJ/mol
136.4 0.0
(order as listed above)